Version a
DFT (the ωB97M-V functional and the def2-TZVPD basis) results for a structure of composition C2H4S2.

Summary:
HOMO energy (eV): -8.51
LUMO level (eV): -0.8343
HOMO-LUMO gap (hartree): 0.282

The geometry in ORCA input format:
```
! RIJCOSX wB97M-V def2-TZVPD def2/J DEFGRID3
* xyz 0 1
C -0.94 0.57 -1.26
C 0.97 -0.61 1.16
S -0.92 -0.82 -0.28
S -2.35 1.17 -1.92
H -0.06 1.22 -1.43
H 1.49 -1.41 0.84
H 0.42 -0.50 2.05
H 1.38 0.38 0.85
*
```



Version b
DFT (the ωB97M-V functional and the def2-TZVPD basis) results for a structure of composition C2H4S2.

Summary:
HOMO energy (eV): -8.50
LUMO level (eV): -0.5631
HOMO-LUMO gap (hartree): 0.292

The geometry in ORCA input format:
```
! RIJCOSX wB97M-V def2-TZVPD def2/J DEFGRID3
* xyz 0 1
C -0.60 -0.22 -0.07
C 0.93 -0.40 -0.16
S -1.83 -1.46 -0.39
S -1.61 0.99 0.28
H -0.81 2.41 1.00
H 1.51 0.09 0.62
H 1.19 0.00 -1.13
H 1.22 -1.42 -0.15
*
```



Version c
DFT (the ωB97M-V functional and the def2-TZVPD basis) results for an isolated molecule of C2H4S2.

Summary:
HOMO energy (eV): -8.28
LUMO level (eV): 0.2737
HOMO-LUMO gap (hartree): 0.314
SMILES: CC1SS1

The geometry in ORCA input format:
```
! RIJCOSX wB97M-V def2-TZVPD def2/J DEFGRID3
* xyz 0 1
C 0.14 -0.09 -0.73
C -0.06 0.50 0.85
S 0.21 -1.82 -0.97
S -1.30 -0.65 -1.64
H 1.00 0.37 -1.12
H -0.44 -0.35 1.56
H -0.53 1.48 1.06
H 0.99 0.55 0.98
*
```



Need the numbers? Relative energies in hartree: version a 0.0380; version b 0.0426; version c 0.0000.



Version a
DFT (the ωB97M-V functional and the def2-TZVPD basis) results for a cluster of 2 separate species, C2H4S2 in total.

Summary:
HOMO energy (eV): -8.70
LUMO level (eV): -0.4269
HOMO-LUMO gap (hartree): 0.304
SMILES: C=C=S.S

The geometry in ORCA input format:
```
! RIJCOSX wB97M-V def2-TZVPD def2/J DEFGRID3
* xyz 0 1
C 1.37 0.83 0.15
C 2.02 -0.31 0.27
S 0.89 2.37 0.11
S -3.21 0.39 -0.10
H 1.48 -1.22 0.58
H -3.68 0.99 1.01
H 3.09 -0.58 -0.03
H -4.34 -0.20 -0.53
*
```



Version b
DFT (the ωB97M-V functional and the def2-TZVPD basis) results for a cluster of 2 separate species, C2H4S2 in total.

Summary:
HOMO energy (spin up / spin down) (eV): -7.15 / -8.85
LUMO level (spin up / spin down) (eV): -1.8257 / -0.4197
HOMO-LUMO gap (spin up / spin down) (hartree): 0.196 / 0.310

The geometry in ORCA input format:
```
! RIJCOSX wB97M-V def2-TZVPD def2/J DEFGRID3
* xyz 0 1
C 0.31 0.28 -0.78
C -0.97 -0.07 -1.34
S 2.17 -0.43 3.31
S 1.48 0.31 0.23
H -1.23 -1.09 -1.75
H -1.65 0.13 -0.61
H -1.10 0.59 -2.24
H 0.99 0.29 3.19
*
```



Need the numbers? Relative energies in hartree: version a 0.0000; version b 0.0683.



Version a
DFT (the ωB97M-V functional and the def2-TZVPD basis) results for a structure of composition C5H7Br2Cl9.

Summary:
HOMO energy (eV): -7.54
LUMO level (eV): 0.0067
HOMO-LUMO gap (hartree): 0.277

The geometry in ORCA input format:
```
! RIJCOSX wB97M-V def2-TZVPD def2/J DEFGRID3
* xyz 0 1
Br -8.22 -16.92 -16.39
C -8.55 -17.83 -18.21
C -9.80 -17.27 -18.88
Br -10.36 -18.19 -20.50
H -8.44 -18.91 -18.21
H -7.75 -17.50 -18.87
H -9.63 -16.22 -19.12
H -10.70 -17.25 -18.26
C -8.64 -16.60 -21.51
Cl -9.00 -16.42 -23.18
Cl -7.29 -15.61 -21.03
Cl -7.99 -18.24 -21.43
H -9.53 -16.46 -20.89
C -10.54 -20.55 -17.02
Cl -9.26 -19.80 -18.07
Cl -11.78 -19.41 -16.70
Cl -9.87 -21.28 -15.53
H -10.98 -21.39 -17.56
C -11.94 -16.42 -20.23
Cl -12.98 -14.99 -20.72
Cl -12.41 -17.84 -21.11
Cl -12.02 -16.59 -18.44
H -10.91 -16.16 -20.45
*
```



Version b
DFT (the ωB97M-V functional and the def2-TZVPD basis) results for a cluster of 4 separate species, C5H7Br2Cl9 in total.

Summary:
HOMO energy (eV): -10.43
LUMO level (eV): 0.4328
HOMO-LUMO gap (hartree): 0.399
SMILES: ClC(Cl)Cl.ClC(Cl)Cl.ClC(Cl)Cl.BrCCBr

The geometry in ORCA input format:
```
! RIJCOSX wB97M-V def2-TZVPD def2/J DEFGRID3
* xyz 0 1
Br -2.34 -2.37 -0.05
C -0.64 -1.49 -0.35
C 0.38 -2.53 -0.77
Br 1.99 -1.66 -1.40
H -0.36 -1.05 0.60
H -0.79 -0.72 -1.10
H -0.02 -3.21 -1.52
H 0.69 -3.11 0.09
C 1.61 1.72 -0.17
Cl 1.51 2.92 1.10
Cl 3.18 1.77 -0.99
Cl 0.31 1.91 -1.32
H 1.54 0.73 0.27
C -4.08 1.66 -2.39
Cl -3.10 1.84 -3.86
Cl -4.96 3.14 -2.03
Cl -3.07 1.19 -1.04
H -4.80 0.88 -2.60
C 2.62 -0.38 3.60
Cl 1.62 -1.45 2.61
Cl 1.68 0.94 4.25
Cl 3.99 0.23 2.66
H 3.03 -0.96 4.41
*
```



Need the numbers? Relative energies in hartree: version a 0.6289; version b 0.0000.



Version a
DFT (the ωB97M-V functional and the def2-TZVPD basis) results for an isolated molecule of C3H5ClN2O.

Summary:
HOMO energy (eV): -8.93
LUMO level (eV): 0.6860
HOMO-LUMO gap (hartree): 0.353
SMILES: NC(=O)N/C=C/Cl

The geometry in ORCA input format:
```
! RIJCOSX wB97M-V def2-TZVPD def2/J DEFGRID3
* xyz 0 1
C -1.54 -0.02 -0.02
C 0.90 -0.84 0.00
C 1.63 0.23 -0.25
H -0.28 1.31 0.81
H -1.70 1.93 0.02
H -0.80 -1.98 0.04
H 1.34 -1.92 0.11
H 1.32 1.24 -0.51
N -0.96 1.27 -0.02
N -0.53 -1.01 -0.03
O -2.72 -0.25 -0.12
Cl 3.34 0.06 -0.02
*
```



Version b
DFT (the ωB97M-V functional and the def2-TZVPD basis) results for an isolated molecule of C3H5ClN2O.

Summary:
HOMO energy (eV): -8.37
LUMO level (eV): 0.7353
HOMO-LUMO gap (hartree): 0.335
SMILES: O/N=C\N/C=C/Cl

The geometry in ORCA input format:
```
! RIJCOSX wB97M-V def2-TZVPD def2/J DEFGRID3
* xyz 0 1
C -0.96 -0.60 1.86
C 0.63 -0.88 -0.05
C 0.09 -0.07 -0.95
H -0.83 2.34 1.50
H -1.58 -1.28 2.40
H 0.34 -2.08 1.53
H 1.52 -1.42 -0.27
H -0.77 0.56 -0.81
N -1.31 0.62 1.95
N 0.13 -1.16 1.22
O -0.43 1.50 1.33
Cl 0.85 0.17 -2.49
*
```



Version c
DFT (the ωB97M-V functional and the def2-TZVPD basis) results for a structure of composition C3H5ClN2O.

Summary:
HOMO energy (eV): -8.91
LUMO level (eV): 0.1628
HOMO-LUMO gap (hartree): 0.334

The geometry in ORCA input format:
```
! RIJCOSX wB97M-V def2-TZVPD def2/J DEFGRID3
* xyz 0 1
C 2.11 -0.78 0.47
C 0.00 0.55 0.38
C -1.09 0.55 -0.55
H -0.35 -1.76 0.76
H -0.29 -1.68 -0.84
H 2.47 0.27 0.84
H 0.55 1.33 1.32
H -1.62 -0.25 -1.37
N 0.29 -1.79 -0.06
N 0.82 -0.53 0.22
O 2.80 -1.84 0.18
Cl -2.18 1.83 -0.30
*
```



Need the numbers? Relative energies in hartree: version a 0.0000; version b 0.0795; version c 0.1783.



Version a
DFT (the ωB97M-V functional and the def2-TZVPD basis) results for an isolated molecule of C3H6N4S.

Summary:
HOMO energy (eV): -9.66
LUMO level (eV): 0.1809
HOMO-LUMO gap (hartree): 0.362
SMILES: [H]/N=C\N=C/N(S)/C=N\[H]

The geometry in ORCA input format:
```
! RIJCOSX wB97M-V def2-TZVPD def2/J DEFGRID3
* xyz 0 1
C 0.96 0.92 0.54
C -0.30 -0.45 -1.17
C -0.55 -1.69 0.76
H -1.27 2.54 -1.09
H 1.37 -0.02 0.97
H 0.50 2.82 0.63
H -0.56 -0.52 -2.23
H -1.08 -0.97 1.46
H 0.44 -3.28 0.65
N 0.12 0.77 -0.66
N 1.14 2.04 1.08
N -0.58 -1.57 -0.58
N -0.05 -2.72 1.33
S -0.15 2.13 -1.70
*
```



Version b
DFT (the ωB97M-V functional and the def2-TZVPD basis) results for an isolated molecule of C3H6N4S.

Summary:
HOMO energy (eV): -9.07
LUMO level (eV): -0.2809
HOMO-LUMO gap (hartree): 0.323
SMILES: [H]/N=C\N/N=C\C(N)=S

The geometry in ORCA input format:
```
! RIJCOSX wB97M-V def2-TZVPD def2/J DEFGRID3
* xyz 0 1
C -0.51 -1.14 -1.46
C -1.51 -0.19 -0.63
C 0.96 1.20 1.32
H 1.23 -1.93 -1.32
H 0.65 -1.18 0.16
H -2.56 -0.41 -0.58
H -0.07 2.50 0.14
H 1.88 1.72 1.51
H 0.21 -0.47 2.17
N 0.41 -1.74 -0.64
N -1.25 0.85 0.08
N 0.18 1.38 0.11
N 0.93 0.37 2.26
S -0.53 -0.97 -3.12
*
```



Version c
DFT (the ωB97M-V functional and the def2-TZVPD basis) results for an isolated molecule of C3H6N4S.

Summary:
HOMO energy (spin up / spin down) (eV): -8.41 / -8.30
LUMO level (spin up / spin down) (eV): -0.8910 / -0.7212
HOMO-LUMO gap (spin up / spin down) (hartree): 0.276 / 0.278

The geometry in ORCA input format:
```
! RIJCOSX wB97M-V def2-TZVPD def2/J DEFGRID3
* xyz 0 1
C -1.73 1.47 0.00
C -0.23 1.74 0.03
C 1.90 -2.00 -0.03
N 0.56 0.58 0.09
N 0.07 -0.56 0.07
N 0.50 -1.70 0.07
N -2.20 0.32 -0.01
S -3.36 -0.70 -0.05
H -2.32 2.38 -0.01
H 0.03 2.31 -0.88
H 0.00 2.38 0.89
H 2.34 -1.48 -0.89
H 2.43 -1.67 0.87
H 2.01 -3.07 -0.14
*
```



Need the numbers? Relative energies in hartree: version a 0.0000; version b 0.0473; version c 0.1124.